No. 1
The following is a quantum chemistry calculation of a single C14H18N2O2 molecule in a non-equilibrium geometry, from the OMol25 dataset.

Last column: Löwdin charge in e.
Geometry (Å):
C (1.07, -1.52, 0.24)  -0.090
C (-4.09, 3.02, 0.75)  -0.060
C (1.59, -0.68, 1.15)  -0.078
C (-0.08, -0.68, -0.16)  -0.072
C (-2.75, 3.05, -0.08)  -0.189
H (-3.96, 2.98, 1.88)  0.105
O (0.93, 0.50, 1.37)  0.088
H (-4.60, 3.91, 0.59)  0.031
H (-1.91, 4.19, 1.62)  0.099
H (2.66, -0.83, 1.47)  0.155
H (3.65, -3.00, 1.03)  0.094
C (-0.08, 0.56, 0.49)  -0.188
H (2.03, -3.79, 1.42)  0.096
H (0.02, 2.83, 1.76)  0.136
N (-0.75, 1.73, 0.12)  0.061
H (3.68, -1.22, -0.82)  0.120
C (-1.59, 3.93, 0.63)  -0.094
H (0.91, -3.24, -2.19)  0.105
C (2.70, -3.49, 0.62)  -0.054
H (3.22, -4.24, 0.06)  0.062
C (-0.86, -1.07, -1.30)  -0.200
C (-0.37, 3.01, 0.72)  -0.132
H (1.52, -4.59, -1.19)  0.088
H (-4.84, 2.26, 0.37)  0.102
C (1.06, -3.60, -1.13)  -0.054
O (-2.80, 0.65, -0.17)  0.114
N (-1.41, -1.56, -2.15)  0.179
C (1.92, -2.59, -0.41)  -0.561
H (0.11, -3.67, -0.75)  0.056
H (-1.25, 4.77, 0.11)  0.082
H (2.45, -1.40, -2.03)  0.072
H (-2.94, 3.37, -1.14)  0.158
C (2.95, -1.97, -1.30)  -0.053
H (0.45, 3.51, 0.13)  0.138
C (-2.15, 1.65, -0.02)  -0.401
H (3.51, -2.80, -1.69)  0.088

Summary:
SMILES	C[C@H]1CCN(c2occ(C(C)(C)C)c2C#N)C1=O
relative energy (zero: lowest compared OMol25 entry of this formula, charge and spin)	390.3	kJ/mol
E_LUMO	0.6	eV
gap between HOMO and LUMO	9.07	eV

---

No. 2
The following is a quantum chemistry calculation of a molecular structure, C14H18N2O2PdSe2, from the OMol25 dataset.

Last column: Löwdin charge in e.
Geometry (Å):
Pd (-0.73, -0.40, -0.23)  0.622
Se (-1.38, -3.41, -0.97)  0.602
H (-3.47, 1.84, 0.47)  0.098
Se (-2.18, -2.87, 1.15)  0.608
C (2.20, -1.58, -0.37)  -0.107
C (-2.57, 1.54, 2.39)  -0.116
C (-1.49, 1.31, -2.66)  -0.104
H (2.45, -0.54, -0.19)  0.101
H (-1.45, 1.74, -3.67)  0.090
C (2.77, -3.87, -0.73)  -0.062
C (0.79, 2.52, -0.77)  -0.218
C (-1.47, -0.58, 2.65)  -0.169
H (1.71, 1.50, -2.40)  0.132
H (0.25, 1.81, 1.69)  0.064
H (1.88, 1.18, 2.00)  0.091
H (-1.52, 0.89, 4.18)  0.102
O (1.52, 1.65, 0.06)  -0.232
C (-2.91, 1.17, 1.11)  -0.191
N (0.89, -1.84, -0.50)  -0.052
C (0.74, 1.92, -2.16)  -0.184
N (-2.63, -0.04, 0.57)  -0.082
C (1.31, 1.91, 1.43)  -0.098
H (-0.23, 2.64, -0.38)  0.119
H (4.21, -2.30, -0.38)  0.106
C (-1.90, -0.93, 1.32)  -0.833
H (0.50, 2.70, -2.90)  0.125
H (-1.89, 2.07, -1.97)  0.084
O (-0.21, 0.87, -2.25)  -0.262
H (-2.16, 0.45, -2.65)  0.087
H (-2.88, 2.50, 2.78)  0.092
H (-0.89, -1.29, 3.23)  0.087
H (3.50, -4.66, -0.82)  0.110
C (1.42, -4.14, -0.84)  -0.101
H (1.66, 2.92, 1.70)  0.091
H (1.27, 3.51, -0.80)  0.132
C (3.17, -2.56, -0.49)  -0.053
C (-1.82, 0.63, 3.17)  -0.123
C (0.51, -3.10, -0.73)  -0.655
H (1.06, -5.15, -1.02)  0.099

Summary:
E_LUMO	0.1	eV
gap between HOMO and LUMO	7.06	eV

---

No. 3
The following is a quantum chemistry calculation of a single C14H18N2O2S molecule, from the OMol25 dataset.

Last column: Löwdin charge in e.
Geometry (Å):
O (-2.31, -0.78, 1.70)  0.073
C (3.12, 0.65, -0.23)  -0.030
H (6.95, 0.39, 0.44)  0.092
H (-2.19, 2.88, 0.74)  0.085
H (-2.45, 2.21, -1.59)  0.085
C (-1.98, 1.84, 0.97)  -0.037
H (1.22, 1.50, -0.73)  0.109
C (1.09, -0.59, -0.25)  -0.215
C (1.81, -1.74, 0.14)  -0.183
H (-3.18, 0.69, -2.06)  0.079
H (-4.57, 1.02, 1.35)  0.092
C (5.92, 0.66, 0.22)  -0.096
H (-0.92, 1.64, 0.80)  0.073
N (0.88, -2.74, 0.22)  0.126
C (3.18, -1.71, 0.34)  0.061
H (1.03, -3.70, 0.50)  0.157
C (1.75, 0.61, -0.43)  -0.008
H (-2.71, -1.35, -1.47)  0.071
H (-4.93, 0.53, -0.31)  0.083
C (-0.32, -2.17, -0.09)  -0.646
C (-2.58, -0.53, 0.55)  -0.470
H (3.74, -2.59, 0.64)  0.122
C (-4.31, 1.18, 0.31)  -0.033
H (-3.90, -1.99, -0.30)  0.094
C (-2.82, 0.91, 0.08)  -0.540
H (3.64, 1.58, -0.37)  0.098
H (-1.47, 0.75, -1.59)  0.065
C (3.83, -0.50, 0.16)  -0.276
H (-2.20, 1.65, 2.01)  0.085
H (5.58, 1.44, 0.91)  0.095
C (-2.88, -1.64, -0.44)  -0.365
O (5.18, -0.53, 0.37)  -0.093
H (-4.54, 2.22, 0.05)  0.088
C (-2.46, 1.14, -1.39)  -0.057
N (-0.24, -0.91, -0.38)  0.123
H (5.86, 1.04, -0.81)  0.094
S (-1.81, -3.07, -0.09)  0.998

Summary:
SMILES	COc1ccc2nc(SCC(=O)C(C)(C)C)[nH]c2c1
relative energy (zero: lowest compared OMol25 entry of this formula, charge and spin)	118.7	kJ/mol
E_LUMO	0.6	eV
gap between HOMO and LUMO	8.32	eV